Formula: C4H6NS
Source: OMol25
Level of theory: ωB97M-V/def2-TZVPD

Geometry (Å):
S (0.08274, 1.65757, 0.12631)
N (1.38253, 0.57262, -0.44447)
C (-0.52841, -0.98326, -0.18793)
C (-1.28501, 0.39295, 0.25533)
C (1.98726, -0.36310, 0.46547)
C (0.97177, -0.84438, -0.19718)
H (-0.83332, -1.79384, 0.47542)
H (2.90510, -0.43698, 0.99515)
H (-0.85542, -1.22882, -1.19994)
H (-0.13358, 2.03101, -1.16242)
H (-2.09664, 0.63352, -0.41811)
H (-1.59703, 0.36271, 1.29239)

Calculated values
- Energy relative to the best compared isomer or geometry (same formula, charge and spin): 3.869 eV
- DFT total energy: -16558.70205 eV
- Charge: +1

These are the natural (NBO) partial charges, in e, on atoms 1 to 6: number 1, S, carries 0.717; number 2, N, carries -0.510; number 3, C, carries -0.466; number 4, C, carries -0.506; number 5, C, carries 0.032; number 6, C, carries 0.203

---

Formula: C5H7NO
Source: OMol25
Level of theory: ωB97M-V/def2-TZVPD

Geometry (Å):
O (0.54110, -2.13420, -0.75567)
N (-2.09041, 0.59813, 1.19193)
C (-1.40698, -0.02197, 0.07917)
C (-0.20858, 0.81046, 0.02447)
C (-1.50864, 1.45896, 0.16481)
C (1.07921, 0.71037, -0.09183)
C (2.29529, 0.28184, -0.26716)
H (2.90946, -0.05623, 0.56724)
H (-0.09545, -1.58611, -0.27133)
H (-1.88662, -0.62692, -0.66952)
H (-2.09663, 2.02602, -0.54519)
H (1.30990, -2.11893, -0.17395)
H (2.65125, 0.07171, -1.27210)
H (-1.49290, 0.58687, 2.01914)

Calculated values
- Energy relative to the best compared isomer or geometry (same formula, charge and spin): 5.437 eV
- DFT total energy: -8830.76616 eV

These are the natural (NBO) partial charges, in e, on atoms 1 to 6: number 1, O, carries -0.937; number 2, N, carries -0.535; number 3, C, carries -0.144; number 4, C, carries -0.119; number 5, C, carries -0.073; number 6, C, carries 0.061

---

no.,E_LUMO (Eh),Kohn-Sham gap (eV)
1,-0.1658,9.28
2,0.0283,10.05